Record 1
Density functional theory data (ωB97M-V/def2-TZVPD) for a molecular structure, C33H40LaN10OSTe in a non-equilibrium geometry.

```
87
Properties=species:S:1:pos:R:3:forces:R:3
H -3.8504 0.2493 4.8316 0.8 -0.4 -0.1
H 1.6292 5.4062 -1.7841 -0.1 -0.9 0.8
C 4.7335 -0.2698 0.4534 1.0 1.5 0.2
H 1.0492 5.0594 0.7017 -0.2 0.1 0.1
O 0.8525 1.2417 4.9633 -0.1 -0.2 -0.2
C 0.7046 -4.8036 -1.8405 -1.8 -1.0 -0.9
C -1.1878 -4.4538 1.2576 0.4 2.6 0.4
C 5.8319 0.5753 0.1983 -1.4 1.5 1.8
H -2.0335 -1.9423 -2.3582 0.2 -0.6 -0.9
S 3.3146 1.1463 -3.4363 0.9 -0.8 -0.8
C -0.0293 -5.5062 -0.6724 2.0 2.5 -0.2
H -5.2384 3.1267 -1.5538 -0.1 -0.3 0.4
H 4.8003 2.9780 2.4827 0.4 -0.1 -0.3
H 0.5845 2.8156 1.5760 0.3 -0.3 -0.9
C -4.1070 1.3527 -3.0012 0.3 0.4 -0.9
C 1.6448 1.9806 -1.4617 1.2 1.6 0.8
H -0.7151 -6.2225 -1.0600 -0.8 -0.8 0.1
C -0.7019 -3.2422 -0.8815 1.8 -1.1 -1.8
N -1.6969 1.0816 -1.0363 -0.4 0.3 0.3
H -0.3540 -4.2246 1.9943 -0.9 -0.3 -0.7
N 1.1843 1.8286 -0.1906 -0.1 0.0 -0.7
H 3.2377 0.7824 4.0553 0.0 0.9 -0.3
H -1.9364 0.2583 -2.9919 0.1 -0.2 0.4
C 2.3966 -0.3660 -1.5004 0.7 -1.5 -0.4
H 6.6245 2.4666 0.7119 1.9 1.9 -0.3
C 0.1750 -2.7588 -3.2414 0.8 0.6 0.5
C -2.9825 -0.0905 4.2258 -0.7 1.3 1.7
H 2.1764 3.3430 -3.0570 0.2 0.1 -0.4
H 1.6657 -4.4843 -1.5360 1.0 0.7 0.5
H 4.6495 -1.2447 0.0573 0.0 -0.9 -0.6
H 6.6270 0.3004 -0.4581 0.3 -0.2 -0.4
N -0.6651 -4.3364 -0.0989 -1.2 -0.5 0.9
C 1.1529 4.2126 0.0424 -0.3 0.1 -0.5
H -1.3812 3.2953 0.8717 0.4 -0.3 -0.1
H 1.0293 -3.1396 -3.7773 0.2 -0.6 -0.2
C -1.4185 0.0665 -2.0288 -0.5 0.1 -0.1
C -5.1635 2.1843 -0.9615 1.1 0.1 -1.0
H -4.8116 1.5223 1.0565 0.2 0.5 -0.7
H -3.3571 2.0598 -3.4382 -0.3 -0.7 0.2
N -0.9941 -2.0381 -0.5176 -1.5 1.5 0.1
N 3.7365 0.0591 1.2636 -0.2 1.0 1.0
H -1.9967 -3.6819 1.3701 0.8 -0.7 0.1
H -4.9682 3.2369 0.9959 0.4 0.2 -0.7
C -1.8619 -1.3180 -1.5111 0.2 -0.1 0.5
H -3.9613 0.3326 -3.3821 0.0 0.4 -0.2
H 3.7450 -2.0704 -1.9683 0.0 -1.2 0.2
C 2.7802 1.2709 3.1623 0.4 0.1 -0.8
H 0.5598 -1.8284 -2.8746 0.0 0.9 0.3
H -2.9027 -1.2628 -1.1146 0.6 0.5 0.2
H 0.6997 -5.8423 0.0916 -0.3 -0.4 -0.6
H -1.6178 -5.4136 1.4649 -0.1 -0.7 -0.2
C 3.3796 -1.1281 -2.2712 -0.4 0.9 0.2
C -0.6648 0.0567 3.6191 -0.1 0.9 0.6
H -2.1980 -1.6459 1.3840 -0.2 0.5 0.6
C 0.9086 2.9197 0.5164 0.8 0.7 0.3
H -6.1345 1.6640 -0.9685 0.4 0.1 0.1
C 4.8553 2.0880 1.8510 -0.3 0.2 -0.1
C -2.8655 1.5454 -0.8584 0.1 0.7 -0.2
C 0.6755 0.6555 3.8747 1.7 0.6 -0.4
H -0.3538 0.1390 -2.2803 -0.1 -0.4 0.3
La 1.2745 -1.0210 0.8114 0.1 0.4 0.2
C 2.3286 0.8509 -2.0696 -1.2 0.7 0.5
C 1.8427 3.2697 -2.0464 -1.6 -0.2 1.4
H -4.1742 -1.3762 2.9416 0.1 0.1 -0.1
H 4.6278 -0.8268 -4.0492 0.5 -0.2 -0.2
N -3.1542 2.4719 0.1506 0.6 0.0 0.0
C -4.5624 2.4126 0.3841 -1.1 -0.8 2.8
C 3.8035 1.1928 2.0166 -0.1 -1.6 -0.3
H -0.6027 -2.5662 -3.9505 -0.7 0.0 -0.4
C -1.6938 0.4010 4.4936 -0.6 -0.3 0.1
H 0.8251 -5.5379 -2.6545 -0.3 0.6 -0.2
H 2.4744 2.3138 3.2995 0.8 0.2 0.7
Te 2.6990 -3.6337 1.2092 0.0 -0.1 0.0
C -2.1980 2.6971 1.2329 -1.4 0.5 0.4
N 1.5641 0.5885 2.8592 -1.7 -1.1 0.3
H -1.9288 1.8200 1.8077 0.6 -0.6 -0.5
C -3.2214 -0.9187 3.1715 1.6 0.2 -1.1
H -5.0788 1.7440 -3.3488 0.2 -0.4 0.2
C 5.8482 1.8334 0.8986 -2.3 -3.5 -0.1
N -0.1980 -3.6153 -2.1643 0.0 -2.8 1.7
C -2.1078 -1.0670 2.3278 -0.8 -2.0 -1.9
N -4.0734 1.3653 -1.5689 -1.0 -0.1 0.5
N -0.8670 -0.6335 2.4989 -0.8 0.1 0.6
C 3.9464 -0.4732 -3.3095 -0.7 0.9 -0.2
C 1.5205 4.4035 -1.2981 0.5 -0.2 -0.4
H -1.4766 1.0271 5.3745 0.0 -0.4 -0.7
H -2.6725 3.2911 2.0212 -0.3 0.3 -0.3
```
Positions in Å, forces in eV/Å.

Its frontier orbital gap is 4.953 eV. The calculation puts the calculated total energy at -70808.6053 eV. Its energy above the lowest of the compared OMol25 structures with the same formula, charge and spin is 0.0 kcal/mol. The spin multiplicity is 1. The net charge is -1.

=====

Record 2
Density functional theory data (ωB97M-V/def2-TZVPD) for a molecular structure, C33H40N5O7S3SeTi in a non-equilibrium geometry.

```
90
Properties=species:S:1:pos:R:3:forces:R:3
C -1.5317 -6.1780 -1.1230 0.0 -0.1 0.1
H -3.3148 4.1410 0.4462 0.0 0.0 0.0
C 2.1103 -1.2695 0.4442 -0.1 0.1 -0.2
H 1.2351 5.3054 1.5269 0.0 0.0 0.0
H -2.5238 5.2877 2.4481 0.0 0.1 0.0
S 1.6516 3.2218 0.4785 0.0 -0.4 0.1
H 4.0937 0.9022 -2.8277 0.0 0.0 0.0
H 1.2471 1.4811 -5.1979 0.0 0.0 0.0
C -0.7946 -3.0347 1.7828 0.1 0.1 -0.1
C -0.8484 -3.7991 0.6196 -0.3 0.2 -0.1
S -1.1196 3.3576 2.4220 -0.1 0.2 -0.1
H -3.9252 -3.2678 0.0558 0.0 0.0 0.0
O 5.4160 -2.7498 3.4611 0.1 0.0 0.0
C -3.8898 0.4872 0.8517 -0.2 0.1 0.2
H -3.8393 1.5424 1.0878 0.0 0.0 0.0
C 2.2001 -0.5675 -4.0028 0.0 0.1 0.0
Ti 0.0300 0.7700 0.2637 0.7 1.4 -0.6
H -0.0114 -2.9063 3.7668 0.0 0.0 0.0
N -0.2859 0.4916 2.1165 -0.1 -0.2 1.0
C -1.4684 1.4557 -3.1996 0.0 0.0 0.0
C -1.8238 -2.1403 -0.9169 -0.7 0.0 -0.4
C -0.2667 -5.0596 0.5667 0.1 -0.2 0.1
H -1.2273 -2.0462 1.8087 0.0 0.0 0.0
H 1.2346 -0.8523 -4.4061 0.0 0.0 0.0
O 0.6765 1.4637 -1.4923 0.0 0.1 -0.1
C 2.6840 0.4191 1.8793 0.1 0.0 -0.2
H 2.1463 5.0970 -0.8602 0.0 0.0 -0.1
C -2.7943 -0.0844 0.2242 0.1 0.5 0.2
H 0.4074 4.6681 3.7100 0.1 -0.1 0.1
N -0.0908 1.1835 -3.5965 -0.2 0.0 -0.3
N 1.9391 0.0151 0.8360 0.3 -0.5 0.4
C 3.2393 0.7099 -2.1798 -0.1 0.0 -0.1
H -1.7250 2.4981 -3.3971 0.0 0.0 0.0
H -0.0969 5.7828 -0.2456 0.0 0.0 0.0
H -1.6094 1.2611 -2.1405 0.0 0.0 -0.2
H -1.7556 -1.8473 -1.9596 0.1 0.1 0.1
H 3.4526 -0.1797 -1.5883 0.0 -0.1 0.0
C 0.5227 3.8626 2.9836 -0.1 0.0 -0.1
H -1.5400 -7.2619 -1.2117 0.0 0.0 0.0
H -0.0527 5.5191 -1.9772 0.0 0.1 0.0
H 2.5054 4.4084 2.3429 0.0 0.1 0.1
C -0.5809 0.3261 3.2584 0.1 -0.1 -0.2
H 4.1474 -0.0364 3.3681 -0.1 0.0 0.0
C -5.0139 -1.6361 0.9103 0.1 0.0 0.0
H 1.0736 -5.1238 3.6689 0.0 0.0 0.0
H -5.8674 -2.2452 1.1735 0.0 0.0 0.0
C 0.0043 5.0158 -1.0114 -0.1 0.0 0.0
C 4.2311 -2.7906 3.1639 -0.2 -0.1 0.0
H 0.8883 -6.5098 1.6036 0.0 0.0 0.0
N 2.0590 0.5114 -3.0226 0.0 -0.2 0.1
S -1.4048 3.8859 -0.8679 0.0 0.1 0.1
O 1.3364 -2.5543 -1.4369 0.0 -0.1 -0.2
H -0.7209 -3.6657 -1.4097 0.0 -0.1 0.1
C 0.1831 1.3685 -5.0204 -0.1 -0.1 0.0
H -2.3459 -5.8711 -0.4643 0.0 0.0 0.0
C 3.5626 -0.4118 2.5381 0.2 0.0 -0.1
O -0.2598 -5.7780 -0.5955 -0.1 0.1 -0.1
O 3.2587 -3.4848 3.5432 0.2 0.0 -0.1
H -0.1958 0.5362 -5.6147 0.0 0.0 0.0
H -0.3210 2.2791 -5.3458 0.0 0.0 0.0
H -0.9632 5.6437 1.7271 0.0 0.0 0.0
O 0.0657 -0.9143 -0.6175 0.5 0.0 0.0
C 0.4153 -5.5392 1.6738 0.0 0.0 0.1
C 1.5089 4.3238 1.9095 -0.1 -0.1 0.0
C -1.7699 4.9123 1.7560 0.0 -0.1 -0.1
C 3.6623 -1.7559 2.1784 -0.4 -0.1 0.3
H 0.9022 2.9941 3.5235 0.0 0.0 0.0
C -2.8083 -1.4423 -0.0790 0.1 -0.5 0.0
C -4.9970 -0.2723 1.1844 0.0 -0.1 0.0
C -0.1100 -3.5186 2.8802 0.0 -0.1 0.0
C 0.8706 1.0390 -2.6836 0.3 0.0 0.1
H -1.6726 -5.7452 -2.1140 0.0 0.0 0.0
N -1.2647 -3.2630 -0.6473 0.4 -0.3 0.3
O -1.7379 0.7268 -0.0144 -0.7 -0.5 -0.5
H 2.6209 -1.4348 -3.4946 0.0 0.0 0.0
C 1.1779 -1.6667 -0.6410 -0.1 0.2 0.2
H 2.8649 -0.2741 -4.8158 0.0 0.0 0.0
Se -0.9918 0.0886 4.9107 0.0 0.0 0.0
H 1.5528 3.7280 -1.7930 0.0 0.0 0.0
H -5.8421 0.1982 1.6689 0.0 0.0 0.0
C 2.9243 -2.1673 1.0615 0.3 -0.2 0.0
C 0.5066 -4.7671 2.8206 0.0 0.0 0.0
C -3.9200 -2.2103 0.2898 -0.1 0.0 0.1
H -2.6942 5.7170 -0.0262 -0.1 0.0 0.1
H 2.5553 1.4447 2.1972 0.0 0.0 0.0
H 3.0993 1.5535 -1.5133 0.0 0.0 0.0
H -2.1336 0.8159 -3.7808 0.0 0.0 0.0
C 1.3630 4.3393 -0.9121 0.0 0.0 0.0
C -2.4080 4.7435 0.3739 0.2 0.0 0.0
H 2.9327 -3.2003 0.7378 0.0 0.0 0.0
```
Positions in Å, forces in eV/Å.

Its frontier orbital gap is 6.002 eV. The calculation puts the calculated total energy at -177617.5135 eV. Its energy above the lowest of the compared OMol25 structures with the same formula, charge and spin is 28.0 kcal/mol. The spin multiplicity is 1. The net charge is +1.

=====

Record 3
Density functional theory data (ωB97M-V/def2-TZVPD) for a molecular structure, C33H41F3N3O5P2ReS2 in a non-equilibrium geometry.

```
90
Properties=species:S:1:pos:R:3:forces:R:3
C 2.0071 -1.4371 2.6603 -0.1 0.2 -0.2
H -3.2370 1.4287 -4.1588 0.0 0.1 0.1
H -3.9081 1.1775 -2.5306 0.1 0.0 -0.1
C 2.1267 -3.6040 0.7943 -0.3 0.1 -0.1
C -1.2171 1.9341 -1.6079 -0.1 1.7 -0.6
C -1.6686 -3.6428 -2.7381 -0.3 0.1 0.0
S -0.3881 2.0486 1.6452 0.0 0.8 1.3
H 2.8462 1.2031 -3.5935 0.0 0.0 0.0
F -2.5397 -4.5988 -2.4605 0.3 0.1 0.1
P 1.9600 -0.2125 -1.8699 0.9 -0.1 -0.4
C -0.9895 -3.0531 -1.4615 -1.0 -2.0 0.5
H -2.4779 0.2625 -3.0446 -0.1 0.1 -0.1
H -2.9301 0.3822 1.9060 -0.1 0.1 0.0
C -2.9889 1.2232 -3.1193 -0.5 -0.6 -0.2
H 1.4101 -4.0551 1.4795 0.0 0.0 0.0
H 2.1043 2.1465 0.4414 0.2 0.0 0.0
H 4.7245 0.7518 -2.3577 0.0 0.1 -0.1
C -4.0806 -1.9559 -0.3962 0.0 0.1 0.2
H 1.1976 4.6235 -0.4523 0.0 0.0 0.0
O -1.0376 -3.5933 -0.3752 0.5 -0.3 -0.8
C -5.1337 -2.3174 -1.2186 0.1 0.0 0.0
H 2.3789 5.2014 4.3056 0.0 0.1 0.1
H 2.9336 -1.8103 3.0942 0.0 -0.1 -0.1
H -1.4525 -0.0553 4.5374 0.1 0.1 0.0
H 6.8244 0.3512 -1.1554 0.1 0.1 -0.1
H -1.8194 2.3549 3.5329 0.0 0.2 0.0
H 1.0935 1.3795 -3.4540 0.0 0.0 0.0
H 0.2445 4.1521 3.7309 -0.2 0.0 0.2
H -4.2513 -1.6776 2.6533 0.0 -0.1 -0.1
C 5.9183 -0.8432 0.3684 0.0 0.0 0.0
H -5.5721 -1.5859 -1.8806 0.0 0.0 -0.1
H 4.2813 3.1607 1.0686 0.1 0.1 -0.1
C 5.9054 -0.0670 -0.7781 0.0 0.0 -0.1
C -5.6293 -3.6134 -1.1868 0.0 0.0 0.0
C -5.0895 -4.5513 -0.3181 0.0 0.2 -0.1
O 0.3811 0.7652 1.2632 0.4 -1.4 -1.1
C -4.0389 -4.1980 0.5156 0.1 0.1 0.2
H -0.7319 -0.4188 2.9719 0.0 0.0 0.2
O -1.2684 0.7615 -1.1561 0.7 -2.1 0.7
H 2.9748 -1.4295 -3.6782 0.0 0.1 0.0
H -5.4753 -5.5577 -0.3009 0.0 -0.1 0.0
C 3.3934 3.3952 1.6353 0.0 0.0 0.0
C 2.1850 2.8153 1.2886 0.0 -0.2 -0.1
H -3.5961 -4.9275 1.1744 0.1 -0.1 0.1
O -1.5064 -1.2853 0.8992 1.8 2.0 -1.5
P 1.9751 -1.7966 0.8751 0.8 -0.3 0.3
H 2.1522 2.1743 -2.2614 0.0 0.1 0.0
N -0.3598 2.8325 -1.1430 0.3 -0.3 0.0
C 3.4660 4.2458 2.7283 0.0 0.0 0.0
H -3.5964 0.4598 3.5385 -0.1 0.0 -0.1
N -2.1174 2.2568 -2.6016 0.6 -0.3 0.6
H -2.9320 3.7310 -3.8026 0.0 0.0 -0.1
C 2.0198 1.2943 -2.8865 -0.1 -0.1 0.3
H 4.4112 4.6861 3.0030 0.1 0.1 0.0
Re 0.1590 -0.6112 -0.2656 -2.9 0.0 0.0
C -3.1991 -1.5173 2.8720 0.2 -0.1 -0.2
C 1.1175 3.9278 3.1430 -0.2 0.0 0.0
C -2.8564 -0.0391 2.9102 0.2 0.0 0.0
C 1.0657 3.0449 2.0769 -0.2 0.0 -0.2
F -0.7352 -4.1101 -3.5664 0.1 -0.1 0.1
N 0.5409 4.9291 -1.1522 0.0 0.1 0.0
C 2.0604 -1.5510 -3.0963 -0.2 0.0 0.1
C 3.5267 -0.3616 -0.9644 -0.3 0.1 0.1
C -1.3418 4.4831 -2.5800 -0.1 -0.2 -0.1
H 0.5687 5.8877 -1.4617 0.0 0.0 0.0
F -2.3200 -2.6511 -3.3724 0.0 0.0 0.0
H 1.1701 -1.9367 3.1463 0.0 0.0 0.0
H 1.9405 -0.3634 2.8249 0.0 0.0 0.0
C -1.0005 1.6593 3.3582 0.2 0.0 -0.2
H -1.3998 5.4976 -2.9331 0.0 0.1 -0.1
C 4.7172 0.1627 -1.4531 -0.1 0.0 0.0
C 4.7378 -1.3808 0.8519 -0.1 -0.1 0.0
C 3.5344 -1.1329 0.2039 -0.3 0.2 -0.1
H 4.7628 -2.0013 1.7330 0.0 -0.1 0.2
H 2.0823 -2.5229 -2.6053 0.0 0.0 0.0
O -0.4010 -1.9621 -1.7347 1.3 2.7 0.6
C -2.1832 3.5281 -3.0520 0.4 0.7 0.1
H 3.1417 -3.8845 1.0839 -0.1 0.1 0.0
H 1.9234 -3.9705 -0.2088 0.0 0.0 -0.1
C -3.5601 -2.8980 0.4757 0.2 0.1 0.1
H -6.4291 -3.8934 -1.8549 -0.1 0.0 0.0
C 2.3264 4.5282 3.4644 0.0 0.0 -0.1
H 6.8454 -1.0311 0.8870 0.1 0.0 0.0
S -2.2100 -2.4372 1.5775 -1.8 -1.2 1.0
H -3.6671 -0.9589 -0.4233 0.0 0.2 0.0
H -0.1966 1.8647 4.0609 0.1 0.1 -0.1
C -1.4608 0.2150 3.4803 -0.2 -0.1 -0.2
H -2.9610 -1.9980 3.8178 0.0 -0.1 0.1
H 1.1928 -1.5146 -3.7544 0.0 0.0 0.0
C -0.3762 4.0861 -1.6142 -0.3 -0.1 -0.2
```
Positions in Å, forces in eV/Å.

Its expectation value of S² is 3.77. Its frontier orbital gap (spin up / spin down) is 8.363 / 6.162 eV. The calculation puts the calculated total energy at -100104.0859 eV. The spin multiplicity is 4. The net charge is +3.

=====

> Among the records above, which one has the highest calculated total energy?

C33H40LaN10OSTe

=====

> Among the records above, which one has the highest calculated total energy?

C33H40LaN10OSTe